No. 1
2 unconnected molecules or ions with the total composition C25H35IN2O4P at a distorted geometry, computed with wB97M-V/def2-TZVPD.

Computed properties:
- M (Da) = 585.4
- maximum force (eV Å⁻¹) = 2.11
- energy relative to the best compared isomer or geometry (same formula, charge and spin) (kJ/mol) = 0.0
- net charge = +1

Last column: natural (NBO) charge in e.
Atoms and positions in Å:
1 O 3.276 -0.724 3.741  -0.454
2 C 2.201 -0.721 3.357  0.859
3 N 1.044 -0.692 2.982  -0.598
4 C 0.529 0.625 2.481  0.153
5 C 0.344 1.572 3.704  -0.409
6 C -1.017 2.251 3.897  -0.429
7 C -1.227 3.456 2.999  -0.053
8 C -0.227 4.398 2.752  -0.188
9 C -0.455 5.467 1.898  -0.216
10 C -1.674 5.644 1.259  -0.210
11 C -2.684 4.727 1.518  -0.194
12 C -2.451 3.652 2.364  -0.226
13 C 1.548 1.315 1.582  -0.256
14 N 2.051 0.421 0.494  -0.540
15 C 1.032 -0.541 -0.041  -0.194
16 I 1.597 -0.988 -2.061  0.231
17 C -0.407 -0.073 0.163  -0.624
18 P -1.487 -1.419 -0.483  1.529
19 O -1.112 -2.750 0.042  -1.083
20 C -0.737 0.373 1.651  -0.231
21 C -1.610 -0.658 2.398  -0.467
22 C -3.107 -0.530 2.220  -0.038
23 C -3.764 0.490 1.539  -0.273
24 C -5.151 0.511 1.474  -0.150
25 C -5.922 -0.487 2.045  -0.223
26 C -5.276 -1.531 2.700  -0.185
27 C -3.893 -1.531 2.791  -0.198
28 H 0.605 1.072 4.631  0.242
29 H 1.067 2.378 3.614  0.212
30 H -1.874 1.589 3.804  0.226
31 H -1.043 2.635 4.917  0.244
32 H 0.747 4.306 3.213  0.194
33 H 0.342 6.173 1.707  0.220
34 H -1.859 6.464 0.584  0.227
35 H -3.658 4.832 1.065  0.222
36 H -3.248 2.944 2.552  0.219
37 H 1.020 2.141 1.107  0.249
38 H 2.389 1.740 2.124  0.244
39 H 2.366 1.014 -0.278  0.449
40 H 2.869 -0.098 0.817  0.446
41 H 1.145 -1.474 0.501  0.267
42 H -0.570 0.794 -0.488  0.246
43 H -2.821 -1.032 -0.292  -0.031
44 H -1.293 -1.369 -1.878  -0.067
45 H -1.313 1.282 1.535  0.262
46 H -1.278 -1.673 2.200  0.268
47 H -1.417 -0.512 3.461  0.237
48 H -3.206 1.276 1.049  0.202
49 H -5.653 1.321 0.962  0.211
50 H -6.999 -0.492 1.995  0.227
51 H -5.814 -2.351 3.149  0.226
52 H -3.404 -2.352 3.300  0.217
53 C 2.287 -2.202 -6.474  -0.257
54 O 2.895 -2.418 -5.208  -0.569
55 C 3.012 -3.800 -4.879  -0.089
56 C 4.419 -4.310 -5.101  -0.089
57 O 4.762 -4.309 -6.475  -0.546
58 C 5.598 -3.226 -6.848  -0.255
59 H 2.421 -1.153 -6.732  0.191
60 H 2.746 -2.818 -7.249  0.191
61 H 1.215 -2.419 -6.425  0.168
62 H 2.295 -4.394 -5.452  0.184
63 H 2.764 -3.902 -3.817  0.175
64 H 4.473 -5.346 -4.754  0.191
65 H 5.136 -3.722 -4.520  0.172
66 H 6.610 -3.373 -6.458  0.171
67 H 5.205 -2.271 -6.490  0.172
68 H 5.643 -3.204 -7.935  0.197


No. 2
A molecular structure, C25H35KN4O4SSi at a distorted geometry, computed with wB97M-V/def2-TZVPD.

Computed properties:
- M (Da) = 554.8
- maximum force (eV Å⁻¹) = 2.40
- energy relative to the best compared isomer or geometry (same formula, charge and spin) (kJ/mol) = 149.4
- net charge = -2

Last column: Mulliken charge in e.
Atoms and positions in Å:
1 K -0.878 0.517 0.729  1.132
2 O -0.482 1.312 4.369  -0.780
3 S -0.489 0.000 3.749  1.504
4 O -1.671 -0.308 2.969  -0.857
5 N 0.733 -0.285 2.798  -0.274
6 C 2.016 -0.143 3.157  0.178
7 C 2.476 0.049 4.462  -0.298
8 C 3.830 0.175 4.740  -0.986
9 C 4.780 0.108 3.746  -0.810
10 C 4.375 -0.094 2.416  1.256
11 C 5.278 -0.178 1.333  -0.684
12 C 4.796 -0.366 0.057  -0.687
13 C 3.414 -0.474 -0.127  -0.155
14 N 2.549 -0.405 0.857  -0.337
15 C 2.991 -0.220 2.108  -0.003
16 C -0.526 -1.222 5.078  -0.211
17 C -0.808 -0.816 6.373  -0.047
18 C -0.932 -1.750 7.381  -0.592
19 C -0.777 -3.105 7.097  -0.297
20 C -0.476 -3.508 5.799  -0.646
21 C -0.347 -2.572 4.790  -0.458
22 H 1.753 0.107 5.262  0.279
23 H 4.140 0.322 5.769  0.353
24 H 5.834 0.217 3.975  0.313
25 H 6.341 -0.096 1.532  0.366
26 H 5.466 -0.423 -0.792  0.384
27 H 2.981 -0.629 -1.106  0.474
28 H -0.934 0.242 6.554  0.443
29 H -1.166 -1.434 8.390  0.355
30 H -0.892 -3.839 7.885  0.362
31 H -0.355 -4.563 5.584  0.364
32 H -0.115 -2.860 3.774  0.407
33 N -2.590 -1.487 0.335  -0.476
34 N -3.790 -0.729 0.359  -0.171
35 C -3.736 0.712 0.226  0.558
36 O -4.766 1.265 0.624  -0.806
37 O -2.732 1.213 -0.304  -0.704
38 H -2.848 -2.467 0.214  0.207
39 H -2.101 -1.404 1.232  0.125
40 H -4.370 -0.924 1.179  0.268
41 C 1.016 -1.218 -4.099  -1.824
42 Si -0.066 0.149 -3.193  -0.097
43 C -1.806 -0.144 -4.064  2.353
44 C -1.804 -0.360 -5.581  -1.849
45 C -2.366 -1.407 -3.417  -1.755
46 C -2.774 0.988 -3.747  -2.022
47 C 0.859 1.787 -3.827  1.985
48 C 2.245 1.778 -3.186  -1.928
49 C 0.133 3.031 -3.331  -1.903
50 C 1.038 1.917 -5.340  -1.944
51 H 1.066 -1.104 -5.184  0.439
52 H 0.623 -2.210 -3.894  0.386
53 H 2.037 -1.211 -3.724  0.437
54 H -1.194 -1.218 -5.852  0.345
55 H -1.431 0.513 -6.113  0.254
56 H -2.823 -0.550 -5.935  0.539
57 H -1.717 -2.262 -3.603  0.371
58 H -3.362 -1.637 -3.806  0.480
59 H -2.446 -1.259 -2.345  0.144
60 H -2.475 1.912 -4.237  0.328
61 H -2.812 1.155 -2.675  0.289
62 H -3.783 0.745 -4.095  0.502
63 H 2.155 1.671 -2.109  0.296
64 H 2.785 2.706 -3.401  0.491
65 H 2.839 0.947 -3.560  0.364
66 H -0.046 2.957 -2.260  0.267
67 H -0.829 3.142 -3.822  0.372
68 H 0.721 3.935 -3.533  0.489
69 H 1.550 1.047 -5.745  0.339
70 H 1.632 2.805 -5.588  0.512
71 H 0.074 2.015 -5.836  0.294


Question: The highest M belongs to which entry?
Answer: C25H35IN2O4P


Question: What is the formula in the second record?
Answer: C25H35KN4O4SSi


Question: Which of these has the lowest net charge?
Answer: C25H35KN4O4SSi


Question: What is the maximum force in the first record?
Answer: 2.11 eV Å⁻¹